(1)
ORCA calculation (ωB97M-V/def2-TZVPD) on a structure of composition C3H10N3O2P at a distorted geometry.

Output
Total charge ... 0
Orbital gap ... 0.339 hartree
E_HOMO ... -9.0165 eV
Largest force on an atom ... 6.10 eV Å⁻¹
Energy ... -21127.94022 eV

Cartesian coordinates (Å):
C  0.411  -0.030  -1.603
C  1.892  -0.009  -1.370
C  -1.620  0.750  -0.795
N  0.505  -1.606  1.398
N  -1.079  0.299  2.255
N  -0.310  0.542  -0.619
O  -0.119  -0.409  -2.645
O  1.549  0.745  1.892
P  0.345  0.083  1.458
H  2.282  0.507  -2.318
H  2.368  -0.951  -1.306
H  2.196  0.537  -0.472
H  -2.084  0.338  -1.675
H  -2.220  0.315  0.041
H  -1.892  1.741  -0.705
H  1.325  -1.835  0.870
H  -0.222  -1.975  0.797
H  -1.964  -0.215  2.123
H  -1.364  1.174  2.674

***

(2)
ORCA calculation (ωB97M-V/def2-TZVPD) on a cluster of 2 separate species, C4H11NS in total at a distorted geometry.

Output
Total charge ... 0
Orbital gap (alpha / beta) ... 0.280 / 0.299 hartree
E_HOMO (alpha / beta) ... -7.7638 / -7.7360 eV
Largest force on an atom ... 4.47 eV Å⁻¹
Energy ... -16645.48135 eV

Cartesian coordinates (Å):
C  -1.902  -0.763  -0.308
C  1.356  0.902  -1.206
C  -1.791  0.405  0.637
C  0.674  0.276  1.412
N  1.746  -1.457  -0.384
S  1.931  -0.038  0.265
H  -1.126  -0.510  -1.105
H  -1.577  -1.791  0.272
H  -2.782  -0.737  -0.860
H  0.598  1.525  -0.918
H  0.959  0.148  -1.776
H  2.307  1.377  -1.709
H  -2.072  0.356  1.677
H  -1.830  1.425  0.164
H  0.467  -0.285  2.291
H  0.683  1.351  1.463
H  2.358  -2.186  0.085

***

(3)
ORCA calculation (ωB97M-V/def2-TZVPD) on a cluster of 2 separate species, C5H11NO in total at a distorted geometry.

Output
Total charge ... 0
Orbital gap ... 0.330 hartree
SMILES ... C=CCNC=C.O
E_HOMO ... -8.1412 eV
Largest force on an atom ... 1.40 eV Å⁻¹
Energy ... -8898.77297 eV

Cartesian coordinates (Å):
C  -1.107  -0.335  2.830
C  -0.558  0.431  1.903
N  -0.455  0.054  0.545
C  -0.078  1.041  -0.439
C  1.481  0.832  -2.373
C  1.287  0.806  -1.062
H  -1.401  -1.355  2.632
H  -1.243  0.060  3.820
H  -0.016  1.353  2.105
H  0.079  -0.795  0.426
H  0.024  1.993  0.051
H  -0.750  1.075  -1.297
H  2.434  0.580  -2.814
H  0.832  1.401  -3.012
H  2.123  0.707  -0.374
H  -0.523  -3.096  -0.452
H  -1.532  -2.340  -1.363
O  -0.597  -2.413  -1.126

***

(4)
ORCA calculation (ωB97M-V/def2-TZVPD) on a structure of composition C19H23AsHgNO at a distorted geometry.

Output
Total charge ... -1
Orbital gap (alpha / beta) ... 0.120 / 0.116 hartree
E_HOMO (alpha / beta) ... -0.0991 / 0.0216 eV
Largest force on an atom ... 2.43 eV Å⁻¹
Energy ... -88623.07627 eV

Cartesian coordinates (Å):
C  0.039  0.122  -6.060
Hg  0.383  -1.237  -3.162
N  -0.646  -2.997  -1.516
H  0.663  -2.066  -4.494
H  0.084  -3.083  -0.806
H  -0.540  -0.670  -5.553
H  0.462  -0.261  -7.001
H  0.845  0.450  -5.392
H  -0.596  1.003  -6.239
H  -1.430  -2.493  -1.093
H  -0.974  -3.927  -1.776
O  -0.064  -0.025  -1.512
As  -0.048  0.228  0.173
C  1.332  1.519  0.486
C  1.071  2.597  1.340
C  2.127  3.436  1.719
C  3.420  3.200  1.239
C  3.662  2.151  0.344
C  2.608  1.321  -0.059
C  -1.768  0.925  0.668
C  -2.487  0.310  1.698
C  -3.732  0.821  2.078
C  -4.232  1.976  1.464
C  -3.509  2.597  0.441
C  -2.285  2.059  0.017
C  0.399  -1.376  1.132
C  -0.553  -2.356  1.468
C  -0.170  -3.497  2.185
C  1.150  -3.618  2.636
C  2.094  -2.624  2.347
C  1.721  -1.512  1.581
H  0.061  2.773  1.710
H  1.928  4.273  2.389
H  4.239  3.848  1.551
H  4.666  1.974  -0.043
H  2.780  0.514  -0.776
H  -2.092  -0.565  2.210
H  -4.305  0.307  2.846
H  -5.197  2.376  1.778
H  -3.902  3.496  -0.041
H  -1.734  2.512  -0.807
H  -1.595  -2.259  1.152
H  -0.905  -4.280  2.397
H  1.445  -4.487  3.225
H  3.123  -2.709  2.703
H  2.461  -0.746  1.353

***

(5)
ORCA calculation (ωB97M-V/def2-TZVPD) on a cluster of 2 separate species, C4H8O3 in total.

Output
Total charge ... 0
Orbital gap ... 0.393 hartree
SMILES ... O=CCC(=O)CO.[H][H]
E_HOMO ... -10.4316 eV
Largest force on an atom ... 0.59 eV Å⁻¹
Energy ... -10418.56243 eV

Cartesian coordinates (Å):
O  -1.066  -1.068  -1.737
C  -0.891  0.074  -1.391
C  0.331  0.536  -0.613
C  -0.124  0.778  0.814
O  -0.729  1.780  1.134
C  0.118  -0.327  1.819
O  -0.441  -0.022  3.056
H  0.969  -1.530  -2.871
H  -1.644  0.862  -1.589
H  1.646  -1.432  -3.168
H  0.692  1.483  -1.027
H  1.105  -0.234  -0.668
H  -0.303  -1.255  1.396
H  1.206  -0.487  1.899
H  -0.869  0.844  2.947